# 1
{"formula": "C6H15N2", "method": "the ωB97M-V functional and the def2-TZVPD basis", "elements": ["C", "C", "C", "C", "C", "N", "N", "C", "H", "H", "H", "H", "H", "H", "H", "H", "H", "H", "H", "H", "H", "H", "H"], "xyz": [[-1.577255, -1.598457, 1.384317], [-0.633392, -0.736578, 0.899864], [-1.120647, 0.250288, -0.192683], [-0.316178, 0.066605, -1.447449], [-0.413423, 1.413499, -2.270406], [1.170789, 0.102223, -1.021388], [0.783359, -0.986628, 1.289064], [1.253962, 0.075458, 2.105739], [-1.279272, -2.420016, 1.964267], [-2.572328, -1.547709, 1.184600], [-0.865505, 1.263477, 0.205601], [-2.235176, 0.276991, -0.234825], [-0.544037, -0.822415, -2.062866], [-1.290329, 1.502574, -2.834581], [-0.111604, 2.221746, -1.654189], [0.247023, 1.197353, -3.083997], [1.318898, 0.941947, -0.525876], [1.887954, 0.157735, -1.834421], [1.191482, -0.842743, -0.304340], [0.722934, -1.896782, 1.670802], [0.387114, 0.719099, 2.503598], [1.943950, 0.775909, 1.424951], [2.051689, -0.113586, 2.834216]], "forces_ev_per_angstrom": [[4.06, 1.62, -0.60], [-2.93, -2.38, 0.39], [1.34, 0.48, 2.76], [0.17, 2.89, -1.44], [0.81, -3.32, -0.38], [0.07, -3.64, -2.01], [-2.45, 0.08, -2.16], [1.74, 3.85, -0.58], [0.36, -0.91, 1.11], [-2.61, 0.36, -0.87], [-0.16, -0.32, -0.45], [1.03, -0.52, -0.43], [0.36, 0.34, 0.53], [-1.89, 0.57, 0.01], [0.00, 0.94, 0.24], [1.11, 0.62, -0.55], [0.16, 1.03, 1.16], [-1.79, -0.61, 1.51], [1.03, 2.48, -0.35], [0.52, -0.86, 0.96], [1.55, -1.01, -0.21], [-1.67, -0.90, 1.11], [-0.85, -0.78, 0.26]], "e_homo_ha": -0.4838, "energy_ha": -346.7944, "max_force_ev_per_a": 4.414, "e_above_lowest_kcal_mol": 74.1, "total_charge": 1, "smiles": "C=C(C[C@@H](C)[NH3+])NC", "multiplicity": 1}


# 2
{"formula": "C26H78O13S13", "method": "the ωB97M-V functional and the def2-TZVPD basis", "elements": ["C", "S", "O", "C", "H", "H", "H", "H", "H", "H", "C", "S", "O", "C", "H", "H", "H", "H", "H", "H", "C", "S", "O", "C", "H", "H", "H", "H", "H", "H", "C", "S", "O", "C", "H", "H", "H", "H", "H", "H", "C", "S", "O", "C", "H", "H", "H", "H", "H", "H", "C", "S", "O", "C", "H", "H", "H", "H", "H", "H", "C", "S", "O", "C", "H", "H", "H", "H", "H", "H", "C", "S", "O", "C", "H", "H", "H", "H", "H", "H", "C", "S", "O", "C", "H", "H", "H", "H", "H", "H", "C", "S", "O", "C", "H", "H", "H", "H", "H", "H", "C", "S", "O", "C", "H", "H", "H", "H", "H", "H", "C", "S", "O", "C", "H", "H", "H", "H", "H", "H", "C", "S", "O", "C", "H", "H", "H", "H", "H", "H"], "xyz": [[4.870297, 1.936435, 0.145896], [4.493380, 3.570018, -0.547279], [5.757405, 4.345485, -0.289944], [4.412731, 2.962586, -2.275976], [5.538157, 1.345455, -0.477242], [3.883655, 1.480682, 0.249253], [5.331149, 2.045876, 1.123436], [4.442771, 3.828337, -2.939363], [3.449474, 2.480763, -2.439598], [5.223094, 2.276233, -2.508214], [0.046679, -4.606178, -2.560063], [1.100804, -5.936879, -1.807408], [0.278028, -6.440243, -0.653826], [0.841406, -7.136668, -3.149837], [0.127659, -3.709729, -1.947820], [-0.931613, -5.075541, -2.632322], [0.409039, -4.375603, -3.562943], [1.127553, -6.571753, -4.040505], [-0.161867, -7.542525, -3.264733], [1.519027, -7.981349, -3.036229], [-0.266082, -4.276095, 1.887808], [0.229577, -5.456848, 3.173648], [-0.400885, -4.943622, 4.432128], [-0.827327, -6.785539, 2.556421], [0.079458, -4.507607, 0.881032], [0.108327, -3.278970, 2.117157], [-1.354668, -4.285150, 1.955834], [-0.724159, -6.953900, 1.487449], [-1.866903, -6.562020, 2.816824], [-0.644401, -7.692452, 3.136145], [-2.583087, -0.016910, -3.682485], [-4.305674, -0.085812, -4.297899], [-4.306107, -1.034192, -5.479846], [-4.505250, 1.561779, -5.089531], [-2.151563, -1.015346, -3.695781], [-2.541222, 0.369845, -2.670162], [-2.069989, 0.632738, -4.388976], [-4.349925, 2.444097, -4.461726], [-5.417733, 1.639831, -5.668144], [-3.615509, 1.608274, -5.726301], [1.923607, -0.189883, -3.315809], [3.072100, -1.118640, -2.248291], [4.412673, -0.504368, -2.491694], [2.989218, -2.591402, -3.304236], [0.890545, -0.527813, -3.238174], [2.283249, -0.354602, -4.330623], [1.960858, 0.873468, -3.085913], [3.400886, -2.657692, -4.314612], [1.979063, -2.997539, -3.393326], [3.579893, -3.344838, -2.770335], [-1.378312, 0.497573, 0.647206], [-0.000753, -0.671604, 0.842667], [0.085359, -1.503792, -0.422163], [1.298462, 0.578279, 0.578863], [-1.473820, 1.019250, -0.307007], [-1.268647, 1.269771, 1.414073], [-2.351389, 0.091407, 0.932742], [1.010398, 1.590955, 0.875739], [1.497244, 0.801017, -0.475780], [2.223145, 0.241848, 1.041673], [-2.271178, 3.553823, 3.304343], [-1.377029, 5.157004, 3.322060], [-1.955526, 5.976704, 2.174982], [-2.336609, 5.797548, 4.733315], [-2.155863, 2.947693, 2.409589], [-3.326840, 3.782135, 3.429075], [-1.742735, 3.019864, 4.096096], [-1.991027, 6.759573, 5.110366], [-2.459146, 5.088079, 5.552456], [-3.344657, 6.028314, 4.378472], [-2.956130, 4.947851, -3.284328], [-3.003010, 3.409322, -2.321307], [-1.771682, 2.606667, -2.585221], [-2.857352, 4.303511, -0.711262], [-2.004842, 5.445082, -3.097192], [-3.797063, 5.580988, -3.021234], [-2.983548, 4.577408, -4.308943], [-3.604119, 5.102992, -0.754357], [-1.862685, 4.707382, -0.556887], [-3.284234, 3.762021, 0.132112], [-2.229934, -2.207987, 3.608430], [-2.625888, -0.569354, 4.364054], [-1.623505, 0.489882, 4.002858], [-4.122395, -0.149044, 3.356914], [-3.037350, -2.869332, 3.908801], [-1.259198, -2.551410, 3.952495], [-2.231151, -1.957038, 2.549865], [-4.030258, -0.478116, 2.319044], [-4.310948, 0.919584, 3.379209], [-4.945600, -0.738663, 3.763184], [0.617794, 6.389119, -0.114260], [1.258879, 4.708819, -0.070250], [0.313373, 3.866990, 0.742822], [0.966051, 4.198602, -1.821386], [1.372112, 7.017219, -0.584966], [0.324182, 6.787510, 0.859204], [-0.366322, 6.408351, -0.591213], [1.228574, 3.142710, -1.790148], [1.753865, 4.663535, -2.419741], [-0.011622, 4.394204, -2.248001], [1.802983, 3.207675, 3.389271], [3.183615, 2.366951, 4.229293], [3.550785, 1.266190, 3.264399], [4.405457, 3.666069, 3.747624], [1.993830, 3.104315, 2.318130], [1.720215, 4.288109, 3.503723], [0.845238, 2.701999, 3.511183], [3.993816, 4.620592, 4.079069], [4.595357, 3.619642, 2.680964], [5.317177, 3.498177, 4.318881], [-2.963307, -3.308608, -0.917698], [-3.959481, -4.353543, 0.164943], [-3.438763, -4.169849, 1.563082], [-3.339605, -5.965062, -0.418241], [-3.159699, -2.245289, -0.803727], [-2.981228, -3.580210, -1.974020], [-1.922420, -3.462658, -0.609023], [-3.496787, -6.128062, -1.482262], [-3.693790, -6.795925, 0.185119], [-2.262376, -5.889190, -0.229249], [4.678012, -1.961429, 0.872759], [4.193916, -3.506299, 1.683567], [3.505269, -3.051109, 2.931332], [2.913394, -3.945891, 0.470655], [5.329015, -2.100061, 0.009361], [5.172487, -1.293450, 1.579799], [3.782554, -1.393123, 0.611873], [2.345668, -4.714484, 0.993525], [3.239564, -4.219722, -0.529422], [2.314249, -3.034159, 0.382221]], "forces_ev_per_angstrom": [[-0.66, 0.02, -0.05], [1.64, -0.69, 0.29], [-0.75, 0.02, -0.67], [0.09, 0.55, -0.01], [-0.15, 0.12, -0.26], [0.24, -0.44, 0.13], [-0.25, 0.26, 0.10], [0.12, 0.07, 0.10], [0.03, -0.17, 0.22], [0.01, 0.01, 0.07], [0.87, -0.81, -0.14], [-1.56, -0.32, -0.14], [0.54, 0.33, -0.20], [0.65, 0.34, -0.39], [-0.32, -0.09, 0.25], [-0.19, 0.34, 0.21], [0.00, -0.09, 0.01], [-0.01, -0.30, -0.18], [-0.22, 0.44, 0.37], [0.13, 0.14, 0.19], [-0.24, 0.18, 0.16], [0.03, 0.30, -0.26], [0.08, -0.20, -0.36], [-0.69, -0.38, 0.66], [-0.05, -0.48, 0.14], [0.16, -0.14, 0.37], [0.05, 0.18, -0.28], [0.27, 0.04, 0.00], [0.06, 0.52, -0.25], [0.50, 0.00, -0.19], [-0.44, 0.45, -0.69], [-0.70, -0.88, -0.49], [0.19, 0.78, 0.89], [1.90, 0.21, 0.12], [-0.36, -0.15, -0.21], [-0.07, 0.23, -0.06], [0.41, -0.02, 0.26], [-0.53, -0.43, 0.49], [-0.11, -0.38, 0.12], [-0.34, -0.14, -0.52], [0.01, 0.05, -0.18], [-0.06, 0.21, -1.43], [-0.26, -0.05, 0.27], [0.18, -1.66, 0.43], [0.07, -0.18, 0.28], [0.01, 0.19, -0.04], [0.10, -0.05, 0.17], [0.17, 1.23, 0.03], [-0.05, 0.37, 0.39], [-0.15, 0.01, 0.15], [-0.65, 0.66, 0.73], [0.23, 0.94, -1.62], [-0.33, -0.15, 0.53], [0.14, 0.78, -0.17], [0.48, -0.38, -0.26], [0.48, -0.10, 0.02], [0.21, -0.66, -0.30], [-0.08, -0.32, 0.91], [-0.35, -0.95, -0.27], [-0.10, 0.10, 0.28], [0.85, 0.48, 0.21], [-1.85, 0.57, -1.22], [0.86, -0.49, 0.60], [-0.62, 0.12, 0.34], [0.43, 0.49, -0.27], [0.00, -0.18, 0.44], [-0.75, -0.34, 0.28], [0.62, -0.20, -0.11], [0.41, -0.06, -0.02], [0.09, -0.31, -0.42], [0.67, -0.89, -0.20], [-0.45, 0.62, 1.36], [0.04, 0.61, 0.02], [-1.15, 0.04, -0.37], [-0.04, 0.10, -0.02], [-0.10, -0.08, -0.11], [-0.12, 0.45, -0.15], [0.32, 0.29, -0.40], [0.05, -0.24, 0.22], [0.79, -0.68, -0.05], [-0.28, 1.86, -0.09], [-0.50, 0.40, 0.25], [0.11, -0.53, -0.35], [0.32, -1.21, -0.07], [0.03, -0.16, -0.21], [-0.05, 0.02, 0.19], [0.05, -0.68, -0.17], [0.32, 0.08, 0.01], [0.11, 0.01, 0.36], [-0.12, 0.28, 0.17], [-0.97, 0.12, -0.11], [-0.75, -0.29, -0.04], [0.04, 0.23, -0.20], [1.19, 0.50, 0.59], [-0.17, 0.07, -0.15], [0.71, -0.45, 0.37], [0.30, 0.00, -0.59], [-0.45, -0.15, -0.05], [-0.10, 0.22, -0.02], [-0.12, -0.14, 0.34], [-0.12, -0.03, -0.95], [0.68, 0.43, -2.08], [-0.38, 0.00, 0.78], [-0.51, 0.01, 1.34], [0.37, -0.24, 0.08], [-0.01, -0.10, 0.72], [0.09, -0.02, 0.54], [0.12, 0.13, -0.25], [-0.21, -0.03, -0.07], [0.05, -0.18, -0.15], [1.35, -0.34, 0.04], [-0.88, -0.14, 0.14], [-0.16, -0.08, -0.76], [1.23, 0.61, 0.28], [-0.43, -0.09, 0.19], [-0.55, -0.12, 0.05], [-0.06, 0.09, 0.15], [-0.28, 0.11, 0.02], [-0.46, 0.23, 0.05], [0.03, -0.20, -0.18], [-0.01, 0.61, 0.04], [0.46, 0.72, 0.14], [-0.12, -0.47, -0.69], [-0.38, 0.82, 0.73], [-0.13, -0.16, -0.08], [0.25, -0.49, 0.29], [-0.11, -0.31, -0.24], [-0.04, -0.19, -0.38], [0.42, -0.30, 0.21], [-0.28, -0.20, 0.01]], "e_homo_ha": -0.2998, "energy_ha": -7191.4979, "max_force_ev_per_a": 2.289, "e_above_lowest_kcal_mol": 38.4, "total_charge": 0, "multiplicity": 1}